[1]
Molecular formula: C18H16IrN4
Method: DFT, the ωB97M-V functional and the def2-TZVPD basis

```
39
Properties=species:S:1:pos:R:3:mulliken_charge:R:1
C 0.9137 0.5979 -1.4555 0.6798
H -0.6755 -3.8704 4.7871 0.3941
H -2.7817 0.9249 -1.2908 0.4380
H -1.5406 -2.0302 3.3849 0.4663
C 1.2214 -2.6589 1.6875 0.4279
H -4.1464 2.9779 -1.4989 0.3907
C -0.3808 3.2459 -0.6847 0.1501
C 1.7633 -3.7023 2.4498 -0.4690
H -0.6915 5.3608 -0.6469 0.3886
C -2.5053 4.2983 -1.0849 -0.4521
H -3.1027 5.1957 -1.1725 0.4111
H 1.4973 -4.9524 4.1543 0.4177
C 1.0882 -4.1487 3.5572 -0.2129
C -0.6160 -2.5318 3.1395 0.0798
H 2.7628 1.6998 -4.0732 0.4081
H 0.6733 3.3064 -0.4443 0.5031
C -2.5058 -0.9127 0.8879 -1.2199
C 1.7380 -0.5132 -1.0726 0.3493
C -3.0934 3.0531 -1.2629 -0.7426
N 1.2259 -1.2475 -0.0041 0.2585
C 3.2780 0.0432 -2.7992 -0.4832
N -0.2020 0.8144 -0.7061 -0.1837
C -1.1512 4.3927 -0.7935 -0.7647
C 1.2946 1.3863 -2.5649 -0.1698
Ir -0.4869 -0.5682 0.7426 0.7430
N 0.0208 -2.0895 2.0397 -0.2830
H -2.7564 -1.7122 1.5801 0.3881
H 0.6570 2.1966 -2.8875 0.5057
H 3.5410 -1.5936 -1.4051 0.4966
C -0.1242 -3.5519 3.9150 -0.8044
H 2.7108 -4.1177 2.1387 0.4604
N 1.9191 -2.1854 0.6169 -0.9282
C -0.9794 2.0034 -0.8633 -0.0103
H -2.8184 -1.2045 -0.1214 0.3646
H -2.9997 0.0219 1.1693 0.3112
H 4.1992 -0.1618 -3.3283 0.3999
C 2.4668 1.1031 -3.2220 -0.8893
C -2.3346 1.8989 -1.1434 -0.2556
C 2.9210 -0.7683 -1.7245 -0.5640
```

Computed properties:
Largest force on an atom: 0.0084 hartree/bohr
Multiplicity: 5
Kohn-Sham gap (alpha / beta): 7.76 / 6.15 eV
DFT total energy: -27715.7789 eV
Highest occupied orbital energy (alpha / beta): -10.36 / -12.05 eV
Total charge: +1

[2]
Molecular formula: C25H38FN4O2
Method: DFT, the ωB97M-V functional and the def2-TZVPD basis

```
70
Properties=species:S:1:pos:R:3:mulliken_charge:R:1
H 3.6501 4.2213 -3.4776 0.3345
H -2.7896 -8.6412 2.0494 0.3763
H -1.1383 -5.1429 1.9108 0.4323
H -4.2798 -7.1059 0.8958 0.3478
H 4.2293 4.2018 -0.4603 0.3404
C -3.5160 -6.6746 1.5466 -0.5411
H 1.4098 1.2687 1.6795 0.6037
H 0.4859 4.9046 -1.6801 0.4573
H 2.2124 5.5225 -0.0120 0.3595
C 1.6216 2.6201 -1.4320 -1.0636
C -2.6313 -2.1834 1.6808 -1.3844
H 1.4945 5.5211 -2.9976 0.3424
C -0.5469 -1.6510 -1.4879 0.2331
C -0.3072 -0.5217 -3.6080 -1.0294
C -2.3546 -1.6708 3.0967 -0.1683
C 1.7615 2.4817 -0.0477 0.5234
N -0.1502 -0.5391 -2.1646 0.0962
H -4.2741 -0.7229 3.3394 0.3316
H -3.5480 0.9324 5.0503 0.4059
H 5.3424 4.7097 -1.7472 0.4910
H -1.1384 -1.1824 -3.8613 0.4858
H 3.9261 2.7774 -2.4897 0.4602
H 5.4982 6.9537 -0.8234 0.3567
C 0.6515 0.3594 -0.0900 0.5167
H -1.2999 -1.4040 3.1706 0.2463
H -2.5067 -4.4732 2.8310 0.2702
H -1.6717 -7.3471 2.4659 0.2974
C 0.4839 0.4666 -1.4859 0.7571
H -2.4953 -1.3654 0.9677 0.3684
C 0.9571 -1.0048 -4.3135 -1.0068
C 0.2025 -0.8233 0.6766 1.1787
N 2.1073 3.7240 -2.1955 0.3571
H -1.8639 -7.8348 0.7823 0.2975
C 2.2714 5.9227 -1.0238 -0.6309
H 1.1963 -2.0172 -3.9978 0.3335
C 1.2892 1.3784 0.6125 -0.9067
C 4.4590 6.8882 -0.5062 -0.8580
O -0.1319 -4.1508 0.0128 -0.6639
H -3.1616 -0.7075 5.5707 0.3207
N -1.7689 -3.2789 1.3002 0.5634
H 1.8045 -0.3646 -4.0808 0.3025
H -2.5543 -2.4605 3.8224 0.3724
H 4.0249 7.8864 -0.5082 0.3518
H -3.9824 -6.4753 2.5143 0.3131
H 0.8030 -1.0047 -5.3887 0.3958
H 1.8426 6.9258 -1.0320 0.4745
C -0.4382 -1.8293 -0.1516 -0.7565
H 0.8992 1.7390 -3.1931 0.4095
C -3.2178 -0.4563 3.4267 -0.4170
N 3.7046 6.0005 -1.4052 -0.0260
C 3.5159 3.7873 -2.4772 -0.7656
H 3.7454 6.3838 -2.3583 0.3613
H -0.9829 -2.4321 -2.0944 0.5163
H 4.4247 6.4916 0.5074 0.3700
C -2.3887 -7.6847 1.7227 -1.1640
H -1.8906 0.3335 4.9322 0.3065
C -2.9380 0.0589 4.8327 -1.3109
F 2.3996 3.4573 0.6619 -0.3821
H -3.0158 0.3373 2.7024 0.2939
C 4.2931 4.6381 -1.4575 -0.6011
C -3.0473 -5.3579 0.9290 -0.2739
C -0.7724 -3.1913 0.4060 0.2180
H -0.5770 0.4857 -3.9321 0.4145
H -2.5493 -5.5559 -0.0216 0.2592
O 0.3906 -0.9107 1.8786 -0.7980
H -3.6711 -2.5224 1.6085 0.4650
H -3.9198 -4.7295 0.7294 0.3036
C -2.0784 -4.5946 1.8352 -1.1457
C 1.5154 5.0224 -2.0186 -0.7898
C 0.9845 1.6103 -2.1277 -0.9294
```

Computed properties:
ΔE to the lowest compared entry with this formula, charge and spin: 0.0254 eV
Largest force on an atom: 0.0200 hartree/bohr
Kohn-Sham gap: 7.64 eV
DFT total energy: -39309.2987 eV
Highest occupied orbital energy: -10.43 eV
Structure (SMILES): CCCCN(CCCC)C(=O)c1cn(CC)c2cc(N3CC[NH+](C)CC3)c(F)cc2c1=O
Total charge: +1

Among the records above, which one has the highest largest force on an atom?
C25H38FN4O2